(P)
Entry from the Open Molecules 2025 dataset: C6H10N2 in the gas phase (ωB97M-V/def2-TZVPD).

Positions of all 18 atoms, in Å:
H1 0.10973 -2.31063 1.74078
N1 -0.50652 -1.64204 1.28414
C1 0.08597 -0.88195 0.45354
N2 1.43100 -0.94711 0.10398
C2 2.41035 -0.89935 0.88824
C3 -0.64034 0.19197 -0.23689
C4 -2.03704 0.44783 0.25427
C5 -0.30769 0.46767 -1.68077
C6 0.35095 1.39446 -0.72380
H2 3.40334 -1.06746 0.48832
H3 2.32696 -0.67338 1.95530
H4 -2.56972 -0.49290 0.35414
H5 -2.58908 1.08403 -0.43486
H6 -2.02263 0.92878 1.23032
H7 -1.12029 0.87036 -2.27298
H8 0.31562 -0.24061 -2.21040
H9 -0.06932 2.37113 -0.53398
H10 1.42870 1.39921 -0.65936

- Structure (SMILES): [H]/N=C(\N=C)C1(C)CC1
- HOMO energy: -9.3 eV
- Frontier orbital gap: 10.17 eV
- Net charge: 0

***

(Q)
Entry from the Open Molecules 2025 dataset: C6H10N2 in the gas phase (ωB97M-V/def2-TZVPD).

Positions of all 18 atoms, in Å:
H1 -1.33972 -1.59757 -0.98887
N1 -0.97490 -0.85037 -1.68251
C1 -0.20528 -0.10063 -0.95892
C2 0.41474 1.06890 -1.55346
C3 1.61726 1.57928 -1.25539
N2 0.21607 -0.46261 0.41133
C4 -0.12281 -1.85005 0.86071
C5 -0.29413 0.50500 1.24339
C6 -0.61757 0.42617 2.46190
H2 -0.01700 1.50541 -2.43642
H3 2.33374 1.23772 -0.39454
H4 1.91936 2.52615 -1.71149
H5 -1.20649 -1.95222 0.83661
H6 0.23884 -2.54871 0.18374
H7 0.38768 -2.01354 1.88466
H8 -0.30786 1.44461 0.68017
H9 -0.65163 -0.52104 3.03657
H10 -0.79842 1.33794 3.01848

- Structure (SMILES): [H]/N=C(/C=C)N(C)C=C
- HOMO energy: -8.8 eV
- Frontier orbital gap: 9.40 eV
- Net charge: 0

***

(R)
Entry from the Open Molecules 2025 dataset: a molecular structure, C6H10N2 (ωB97M-V/def2-TZVPD).

Positions of all 18 atoms, in Å:
C1 0.38162 1.44401 -0.77855
C2 -0.17793 0.17442 -0.07474
C3 0.76909 0.06673 1.14014
C4 2.02756 -0.62391 0.47800
C5 -1.58678 0.15922 0.30441
C6 -2.27700 -1.00173 0.08558
H1 0.61438 2.34514 0.06614
H2 -0.20040 1.75951 -1.63662
H3 1.35592 1.22243 -1.29122
H4 0.83339 1.05410 1.56672
H5 0.44372 -0.65165 2.08148
H6 2.95256 -0.84152 1.09274
H7 0.24775 -0.92517 -1.75450
H8 -2.18560 1.05724 0.66680
H9 -3.54632 -1.17452 -0.31730
H10 -1.64161 -1.93846 -0.15559
N1 1.62335 -1.10190 -0.62272
N2 0.36629 -1.02394 -0.85075

- HOMO energy: -8.6 eV
- Frontier orbital gap: 9.62 eV
- Net charge: 0

***

(S)
Entry from the Open Molecules 2025 dataset: a molecular structure, C6H10N2 (ωB97M-V/def2-TZVPD).

Positions of all 18 atoms, in Å:
C1 0.53989 -1.21647 1.08362
C2 0.85554 -0.50975 -0.10222
C3 1.46585 -1.00485 -1.13509
C4 0.40809 1.00006 -0.16053
C5 1.26547 2.07171 -0.05690
C6 -2.07103 -0.04325 -0.04639
H1 1.59805 -1.82600 1.21197
H2 0.55927 -0.33008 1.95131
H3 -0.59393 -1.75168 0.89183
H4 1.73667 -0.21807 -1.81210
H5 1.55508 -2.25317 -1.54348
H6 2.51310 1.70417 0.37076
H7 1.23258 3.30430 0.20152
H8 -1.54285 1.96328 -0.00674
H9 -1.33021 -1.14791 0.00587
H10 -3.82794 -0.84533 -0.60522
N1 -1.06365 1.03114 0.12066
N2 -3.29998 0.07192 -0.36885

- HOMO energy: -8.6 eV
- Frontier orbital gap: 9.48 eV
- Net charge: 0

***

Quick look at relative energies in eV: (P) 0.000; (Q) 0.799; (R) 3.053; (S) 5.611.

***

(P)
Entry from the Open Molecules 2025 dataset: C7H8N2 in the gas phase (ωB97M-V/def2-TZVPD).

Positions of all 17 atoms, in Å:
H1 -0.22049 0.33525 3.34143
N1 -0.35552 -0.51762 2.79987
C1 -0.38279 -0.35903 1.56709
C2 -0.59054 -1.38101 0.36551
C3 -0.85895 -2.54439 -0.37552
C4 -0.83663 -2.12687 -1.68573
N2 -0.58511 -0.77331 -1.77187
C5 -0.44696 -0.33013 -0.50840
C6 -0.26175 0.77365 0.50278
C7 1.05455 1.53226 0.43766
H2 -1.04883 -3.53933 -0.02702
H3 -0.97688 -2.70419 -2.57862
H4 -0.53508 -0.26001 -2.63687
H5 -1.10400 1.47319 0.54980
H6 1.20284 2.12842 1.33541
H7 1.06081 2.19839 -0.42492
H8 1.88427 0.83340 0.34134

- Structure (SMILES): [H]/N=C1/c2cc[nH]c2[C@@H]1C
- HOMO energy: -8.2 eV
- Frontier orbital gap: 9.02 eV
- Net charge: 0

***

(Q)
Entry from the Open Molecules 2025 dataset: C7H8N2 in the gas phase (ωB97M-V/def2-TZVPD).

Positions of all 17 atoms, in Å:
H1 -2.94853 2.31094 -0.90206
N1 -2.03731 2.41726 -0.59144
C1 -1.40545 1.39906 -0.13658
C2 0.00045 1.36970 0.06368
C3 1.23336 1.38022 0.00030
C4 2.66199 1.26221 0.17036
C5 3.25851 0.12432 -0.14007
C6 -2.07821 0.15368 0.12811
C7 -1.27472 -1.11177 -0.19076
N2 -3.27425 0.14287 0.48852
H2 -3.43626 -0.81866 0.74934
H3 3.33755 2.10089 0.40746
H4 4.38805 0.02671 -0.00819
H5 2.74502 -0.76894 -0.36288
H6 -0.56409 -1.33598 0.64564
H7 -1.00998 -1.01747 -1.33178
H8 -1.87598 -1.97881 -0.15151

- Structure (SMILES): [H]/N=C(C#CC=C)\C(C)=N\[H]
- HOMO energy: -9.3 eV
- Frontier orbital gap: 9.03 eV
- Net charge: 0

***

(R)
Entry from the Open Molecules 2025 dataset: a molecular structure, C7H8N2 (ωB97M-V/def2-TZVPD).

Positions of all 17 atoms, in Å:
C1 2.12190 0.69072 -0.00772
C2 0.95653 -0.13399 0.32230
C3 0.72270 -1.25619 1.07003
C4 -0.55333 -1.86208 1.14848
C5 -1.46777 -0.45174 -0.11507
C6 -1.21567 1.34160 -0.80147
C7 -0.17287 0.28961 -0.24202
H1 2.33844 1.43523 0.72358
H2 1.92275 1.14100 -1.21456
H3 3.15907 0.15247 0.07783
H4 1.51805 -1.47578 1.74075
H5 -0.49426 -2.54901 1.86834
H6 -2.42192 -0.04161 -1.89032
H7 -1.42388 2.23951 -0.44278
H8 -1.03618 1.68489 -1.91726
N1 -1.73890 -1.44618 0.57070
N2 -2.21465 0.24154 -0.89079

- HOMO energy: -8.2 eV
- Frontier orbital gap: 8.97 eV
- Net charge: 0

***

Quick look at relative energies in eV: (P) 0.000; (Q) 2.137; (R) 2.809.

***

(P)
Entry from the Open Molecules 2025 dataset: C2H5NO2 in the gas phase (ωB97M-V/def2-TZVPD).

Positions of all 10 atoms, in Å:
O1 1.48193 -1.14893 0.15793
C1 1.42163 0.01288 -0.24343
N1 0.29891 0.74250 -0.17309
C2 -0.93927 0.16292 0.39227
O2 -1.44568 -0.85780 -0.49534
H1 2.30644 0.47477 -0.71831
H2 0.25948 1.67543 -0.57906
H3 -0.57004 -0.26048 1.33969
H4 -1.72012 0.91046 0.52351
H5 -1.09328 -1.71174 -0.20417

- Structure (SMILES): O=CNCO
- HOMO energy: -10.1 eV
- Frontier orbital gap: 10.90 eV
- Net charge: 0

***

(Q)
Entry from the Open Molecules 2025 dataset: 2 unconnected molecules or ions with the total composition C2H5NO2 (ωB97M-V/def2-TZVPD).

Positions of all 10 atoms, in Å:
C1 -0.89036 0.17434 0.18825
C2 0.11919 1.20216 0.28238
N1 -0.05611 -1.58528 -0.40307
O1 -2.05876 0.04132 0.20249
O2 -1.07431 -2.18757 -1.14438
H1 -0.28796 2.04618 0.68187
H2 0.80143 0.94259 1.10638
H3 0.65701 1.28992 -0.71558
H4 0.28968 -2.24824 0.25050
H5 -0.96006 -1.88660 -2.10559

- HOMO energy: -7.9 eV
- Frontier orbital gap: 8.59 eV
- Net charge: 0

***

(R)
Entry from the Open Molecules 2025 dataset: C2H5NO2 in the gas phase (ωB97M-V/def2-TZVPD).

Positions of all 10 atoms, in Å:
N1 -0.54301 -0.34678 1.44888
C1 0.17228 -0.63451 0.18478
C2 -0.22027 0.36053 -0.87008
O1 -1.34544 0.61719 -1.18406
O2 0.84940 0.94165 -1.45594
H1 -0.04724 -0.84841 2.18539
H2 -0.41683 0.63439 1.67275
H3 1.25266 -0.65955 0.31346
H4 -0.17198 -1.59777 -0.16184
H5 0.47043 1.53326 -2.13334

- Structure (SMILES): NCC(=O)O
- HOMO energy: -9.9 eV
- Frontier orbital gap: 10.67 eV
- Net charge: 0

***

(S)
Entry from the Open Molecules 2025 dataset: C2H5NO2 in the gas phase (ωB97M-V/def2-TZVPD).

Positions of all 10 atoms, in Å:
N1 1.07641 -0.53668 -0.51095
C1 0.08130 0.49800 -0.33521
C2 -1.07721 0.05715 0.38293
O1 -2.12208 -0.03830 -0.19446
O2 -1.05681 -0.21666 1.70272
H1 2.02235 -0.29801 -0.71343
H2 0.88070 -1.23588 -1.18393
H3 -0.19005 0.80239 -1.31167
H4 0.50450 1.39069 0.28789
H5 -0.11911 -0.42271 1.87610

- Structure (SMILES): NCC(=O)O
- HOMO energy: -10.0 eV
- Frontier orbital gap: 10.67 eV
- Net charge: 0

***

Quick look at relative energies in eV: (P) 0.253; (Q) 4.220; (R) 0.000; (S) 0.550.

***

(P)
Entry from the Open Molecules 2025 dataset: 2 unconnected molecules or ions with the total composition C2H5NO2 (ωB97M-V/def2-TZVPD).

Positions of all 10 atoms, in Å:
N1 0.44379 0.68723 -2.28102
C1 0.49466 0.37634 -1.01900
O1 1.55941 0.07587 -0.52550
H1 -0.31214 1.15044 -2.80447
H2 1.20065 0.43324 -2.83794
H3 -0.39596 0.57998 -0.38326
C2 -0.78559 -0.86699 2.48281
O2 -1.55564 -0.22301 1.87863
H4 -0.97622 -1.43575 3.38271
H5 0.32705 -0.77735 2.10703

- Structure (SMILES): NC=O.C=O
- HOMO energy: -9.7 eV
- Frontier orbital gap: 10.74 eV
- Net charge: 0

***

(Q)
Entry from the Open Molecules 2025 dataset: C2H5NO2 in the gas phase (ωB97M-V/def2-TZVPD).

Positions of all 10 atoms, in Å:
C1 0.25658 0.77075 -1.06066
N1 -0.17696 -0.24809 -0.00708
O1 -0.20524 -1.57006 -0.52098
C2 -0.17669 -0.13291 1.34194
O2 -0.07389 -1.10722 2.09848
H1 -0.59481 1.01854 -1.72377
H2 1.22997 0.55320 -1.60774
H3 0.38300 1.72989 -0.45062
H4 -0.33522 -2.05086 0.34593
H5 -0.30672 1.03677 1.58449

- Structure (SMILES): CN(O)C=O
- HOMO energy: -9.4 eV
- Frontier orbital gap: 10.14 eV
- Net charge: 0

***

(R)
Entry from the Open Molecules 2025 dataset: C2H5NO2 in the gas phase (ωB97M-V/def2-TZVPD).

Positions of all 10 atoms, in Å:
N1 1.83651 0.00909 -0.14498
C1 0.61741 -0.76300 0.07624
C2 -0.73242 -0.09525 -0.02106
O1 -1.86231 -0.46962 -0.05934
O2 -0.43502 1.24457 0.12536
H1 1.60674 0.72945 -0.87423
H2 2.54542 0.04953 0.76745
H3 0.60501 -1.59253 -0.68640
H4 0.91774 -1.44188 1.04566
H5 0.53825 1.14169 -0.09684

- Structure (SMILES): NCC(=O)O
- HOMO energy: -9.9 eV
- Frontier orbital gap: 10.24 eV
- Net charge: 0

***

(S)
Entry from the Open Molecules 2025 dataset: C2H5NO2 in the gas phase (ωB97M-V/def2-TZVPD).

Positions of all 10 atoms, in Å:
N1 -0.13639 -1.08475 -1.10049
C1 0.50822 -0.74596 0.04306
O1 1.21346 -1.37926 0.80824
C2 -0.09282 0.43660 0.79867
O2 -0.53885 1.37503 -0.14100
H1 0.27989 -1.57542 -1.87216
H2 -0.79008 -0.25370 -1.29550
H3 -1.06167 0.26500 1.28052
H4 0.53886 0.80742 1.58525
H5 0.07937 2.15505 -0.10658

- Structure (SMILES): NC(=O)CO
- HOMO energy: -9.4 eV
- Frontier orbital gap: 10.03 eV
- Net charge: 0

***

Quick look at relative energies in eV: (P) 0.393; (Q) 1.488; (R) 1.172; (S) 0.000.